[1]
This record from the OMol25 dataset describes a cluster of 6 separate species, C16H36NO12P in total at a distorted geometry. The level of theory is ωB97M-V/def2-TZVPD.

```
66
Properties=species:S:1:pos:R:3:forces:R:3
H 0.2766 -0.1453 -2.8148 2.2 -0.3 -0.8
C 3.0776 -3.1413 -2.0758 -1.9 0.2 0.4
H 0.2036 1.1477 0.9732 -0.4 2.8 1.2
H 2.6416 4.4457 0.4632 -1.3 -3.4 0.5
C -2.0894 -2.9373 -0.5658 -0.9 0.9 -1.1
C -2.1684 2.9397 1.0962 2.1 -6.1 -4.0
C 1.3676 -0.0153 -3.2158 0.8 1.4 2.0
H -2.1764 2.6347 2.0792 1.1 -2.8 2.1
O 1.4676 -2.2983 -0.6198 0.5 0.2 1.1
N 0.3676 0.2837 0.5442 0.8 1.1 -2.3
C -4.9024 2.1247 -1.2598 -2.0 -3.1 -1.5
O 3.5986 -2.5113 0.2472 -1.3 -0.8 -2.4
H 2.6006 2.4367 0.7112 0.1 0.1 1.8
H -2.6394 3.6787 1.3202 -6.3 9.4 1.8
C 1.7626 1.5147 -3.0258 -6.3 -2.3 4.7
O 2.9426 3.9727 -1.8848 1.2 0.1 -1.8
H 1.3606 0.2697 0.5082 1.2 -0.8 1.2
H 1.0006 3.3327 0.5602 2.1 -0.1 -0.1
H -3.0734 -2.7903 -0.2218 -1.8 -0.6 -0.1
P 0.9866 1.7697 3.3562 -1.0 -3.9 8.9
O -1.3654 -2.4883 0.5282 2.0 2.0 -0.5
H -2.0774 -0.9713 -1.6098 0.7 -2.1 -0.5
H -7.0364 1.7827 -0.3278 2.1 2.1 -1.9
C -2.8984 2.2367 -0.0048 1.9 -3.8 -1.8
H -0.4984 -2.7423 3.6882 0.3 -2.5 2.8
H 0.0376 0.2647 -0.3868 -0.9 0.0 -1.1
H 2.2156 -0.5443 -2.5948 -2.2 0.3 -1.4
C -0.7524 -2.2593 2.8452 2.8 -4.5 -6.9
H -4.3324 2.5947 -2.0808 -1.1 -0.8 -0.8
H -1.1834 -2.3353 -2.4988 1.8 -0.2 -0.5
O 1.2556 2.0627 4.8272 1.6 -0.6 2.3
H 2.4566 -2.7103 2.0762 0.0 0.1 -0.9
H 3.5236 -4.0363 -1.9468 2.3 -3.0 1.1
C 2.4626 3.1257 -1.1978 -2.7 1.4 2.5
O -2.1304 -4.0113 1.9202 -2.8 -4.0 0.1
C 2.1346 3.3197 0.3152 0.7 3.0 -2.2
H -6.8044 2.1707 -2.0878 -0.5 0.3 -0.6
O -4.2134 2.5927 -0.2018 2.1 0.5 3.5
C -1.5384 -3.0313 1.7232 2.7 2.8 2.5
H 2.2686 -3.5653 -2.7238 0.0 1.6 0.6
H 1.0946 2.0427 -3.6158 -1.5 1.7 -0.5
H 0.2026 -2.1483 2.2772 -0.4 1.0 0.8
C -6.4094 2.4997 -1.1438 0.3 -5.5 1.0
C 3.2466 -2.1343 1.5712 1.6 2.4 2.4
O -2.3614 1.3327 -0.7368 -2.2 3.3 2.1
C -1.9844 -2.1233 -1.8638 -1.7 3.2 1.4
H -0.1664 -0.2263 1.1632 -0.7 -2.4 2.3
H 3.7796 -2.5533 -2.5788 0.8 1.2 -0.9
O 0.6516 3.0047 2.8392 -2.9 11.7 -7.1
H 2.6126 1.6447 -3.3618 8.4 1.2 -3.4
H -1.1924 -1.4463 3.0752 -2.6 6.5 1.3
H 4.5116 -2.3893 3.2452 -1.8 -0.1 10.3
H -1.2754 3.3707 0.7962 2.3 -0.3 -0.5
O -0.2374 0.9117 3.3282 -4.5 -4.0 -1.4
H 4.7756 -3.3463 2.0062 1.9 -4.0 -1.2
H -1.8704 -3.9373 -0.7978 0.1 -1.6 0.0
H -5.0224 0.9157 -1.3358 1.3 2.7 0.0
C 4.6056 -2.4313 2.3412 -4.4 0.9 -7.9
H 1.4666 -0.1863 -4.3348 -0.2 -0.1 1.5
C 2.6376 -2.5923 -0.7168 -0.7 0.0 -0.6
H 5.2546 -1.7003 2.2062 3.4 3.0 -1.8
H 3.0626 -1.0063 1.6482 -0.4 -1.4 -0.1
O 2.0256 1.0797 2.6412 6.4 -4.1 -4.7
H -2.8564 -2.2333 -2.5378 0.0 -0.5 0.7
H -6.5294 3.4747 -0.9638 -0.8 3.7 0.7
O 1.8476 2.0077 -1.5858 -1.1 -2.9 -2.5
```
Positions in Å, forces in eV/Å.

Energy, hartree: -1929.9072
Charge: -2

=====

[2]
This record from the OMol25 dataset describes a structure of composition C40H37BrN3O3P2Pt. The level of theory is ωB97M-V/def2-TZVPD.

```
87
Properties=species:S:1:pos:R:3:forces:R:3
H -1.9561 0.7671 -2.5781 0.0 0.0 0.0
Pt -0.9374 -0.8763 0.5192 0.1 -0.1 0.5
H -1.9215 0.6997 2.7588 0.0 0.0 0.0
C 1.9132 0.9209 0.9849 0.0 0.0 -0.1
O -2.9632 -0.8362 1.3690 0.1 -0.1 0.1
C 3.7102 -0.1077 -2.9231 0.0 0.0 0.0
C 1.2675 -1.3171 -2.3628 0.0 0.0 0.0
H 1.3993 -1.4226 3.1631 0.0 0.0 0.0
H 3.8475 0.2848 -0.8316 0.0 0.0 0.0
H 1.3871 1.1167 1.9240 0.0 0.0 0.0
H -6.1201 -0.0002 1.7074 0.0 0.0 0.0
C 3.8594 -3.7191 2.8186 0.0 0.0 0.0
C -0.5041 3.6105 1.7093 0.0 0.0 0.0
N -4.7162 -1.3980 0.0718 0.0 0.0 0.0
C -0.9220 -7.7092 -1.2582 0.0 -0.1 0.0
H 0.6009 1.3562 -1.6726 0.0 0.0 0.0
H -0.0746 5.2855 2.9698 0.0 0.0 0.0
N -0.1223 -6.7961 -0.7800 -0.1 0.0 0.0
C 0.4546 2.0025 -0.8026 0.0 0.0 0.0
P 1.3888 -0.7605 0.3663 -0.1 0.0 -0.2
C 4.0777 -3.6233 1.4512 0.0 0.0 0.0
C -0.4565 4.2744 2.9231 0.0 0.0 0.0
H 3.4852 2.7128 1.8638 0.0 0.0 0.0
H 4.4377 -4.4173 3.4089 0.0 0.0 0.0
C 1.7466 -1.2838 -3.6658 0.0 0.0 0.0
H -5.7030 -1.3368 -0.1150 0.0 0.0 0.0
C 4.3986 4.3113 0.8202 0.0 0.0 0.0
H -0.1668 4.1223 0.8152 0.0 0.0 0.0
C 2.3960 -1.9119 1.3085 0.0 0.0 0.1
H 0.5328 -4.9281 -0.1237 0.0 0.0 0.0
O -0.7941 -2.8361 -0.3706 -0.1 -0.1 -0.2
C 2.0074 -0.7385 -1.3329 0.1 -0.1 0.1
C -4.3042 3.5403 -1.2496 0.0 0.0 0.0
C 3.4885 4.8605 -1.3666 0.0 0.0 0.0
H -3.1278 3.4976 0.5423 0.0 0.0 0.0
C -4.4817 3.0197 -2.5241 0.0 0.0 0.0
H 3.5150 5.4632 -2.2640 0.0 0.0 0.0
C -0.2435 -5.5115 -0.6050 0.1 0.0 0.0
H -4.7681 1.1454 1.8042 0.0 0.0 0.0
H -3.7773 1.6258 -3.9980 0.0 0.0 0.0
C -1.7665 -3.5086 -0.8794 0.1 0.1 0.0
C -5.0652 0.1051 1.9481 0.0 0.0 0.0
H -0.5888 -8.7366 -1.3548 0.0 0.0 0.0
H 1.1695 -1.7338 -4.4627 0.0 0.0 0.0
C 2.9032 -2.9201 3.4350 0.0 0.0 0.0
H 3.3332 -0.6536 -4.9631 0.0 0.0 0.0
H -0.8804 4.1740 5.0237 0.0 0.0 0.0
C -2.4224 -5.8609 -1.5524 0.0 0.0 0.0
H 3.5341 -2.6388 -0.3744 0.0 0.0 0.0
C 3.5080 3.2807 0.9454 0.0 0.0 0.0
H 4.6668 0.3492 -3.1393 0.0 0.0 0.0
C 4.4035 5.1086 -0.3333 0.0 0.0 0.0
C 2.5601 3.0204 -0.0912 0.0 0.0 0.0
H 5.1158 5.9175 -0.4265 0.0 0.0 0.0
H -5.2885 3.3838 -3.1460 0.0 0.0 0.0
C 2.1628 -2.0255 2.6814 0.0 0.0 0.0
C 3.3499 -2.7195 0.6893 0.0 0.0 0.0
H -4.9694 4.3089 -0.8800 0.0 0.0 0.0
H 0.2538 3.0110 -1.1532 0.0 0.0 0.0
C 3.2377 -0.1393 -1.6215 0.0 0.0 0.0
H -4.1266 -1.9876 -0.5110 0.0 0.0 0.0
N 1.6668 2.0111 0.0274 0.0 0.0 0.0
C 2.5762 3.8474 -1.2556 0.0 0.0 0.0
H 5.0919 4.5225 1.6227 0.0 0.0 0.0
C -1.4874 1.6913 2.8047 0.0 0.0 0.0
C 2.9620 -0.6770 -3.9473 0.0 0.0 0.0
H 1.9172 3.6382 -2.0857 0.0 0.0 0.0
C -2.1734 -7.2274 -1.6671 0.0 0.0 0.0
C -2.4112 2.0952 -0.9340 0.0 0.0 0.0
C -4.1886 -0.7560 1.0940 0.0 0.1 -0.1
C -0.9160 3.6494 4.0782 0.0 0.0 0.0
H 4.8272 -4.2429 0.9770 0.0 0.0 0.0
P -1.0854 1.4324 0.0730 0.0 0.1 -0.3
C -2.6021 1.5581 -2.2100 0.0 0.0 0.0
C -3.6311 2.0310 -3.0059 0.0 0.0 0.0
H -1.8014 1.8856 4.9159 0.0 0.0 0.0
O -2.8501 -3.1032 -1.2510 0.0 0.0 0.0
C -3.2681 3.0831 -0.4482 0.0 0.0 0.0
H 2.9784 0.8708 1.1904 0.0 0.0 0.0
C -1.4323 2.3639 4.0187 0.0 0.0 0.0
C -1.0168 2.3104 1.6445 -0.1 0.0 0.0
C -1.4695 -4.9954 -1.0347 0.0 0.0 0.0
Br -3.4072 -8.4104 -2.3960 0.0 0.0 0.0
H 2.7331 -3.0002 4.5000 0.0 0.0 0.0
H -3.3741 -5.4531 -1.8677 0.0 0.0 0.0
H -4.9044 -0.1488 2.9946 0.0 0.0 0.0
H 0.3223 -1.7981 -2.1472 0.0 0.0 0.0
```
Positions in Å, forces in eV/Å.

Energy, hartree: -5311.5378
2S+1: 5
Charge: +3

=====

[3]
This record from the OMol25 dataset describes an isolated molecule of C4H8N2O. The level of theory is ωB97M-V/def2-TZVPD.

```
15
Properties=species:S:1:pos:R:3:forces:R:3
H 1.8094 -1.0465 -0.4154 0.0 0.0 0.0
H -1.7955 -1.5145 -1.0432 0.0 0.0 0.0
H 0.7243 -1.8249 -1.6078 0.0 0.1 0.0
C -1.6631 -0.9415 -0.1379 0.2 0.1 0.1
H -2.2739 -1.1661 0.7222 0.0 0.0 0.0
C -0.6136 -0.0917 -0.0620 -0.2 0.1 -0.1
C 0.2999 0.3900 1.4271 0.1 0.0 -0.3
H -1.6466 1.3868 1.1486 0.1 -0.1 0.0
C 1.2142 -0.8939 -1.3182 -0.1 0.1 0.1
H 1.5711 1.8021 1.7664 -0.1 -0.1 0.0
O 0.2453 0.1444 -1.0927 0.0 -0.1 0.2
N -0.7242 1.3255 0.7282 0.2 -0.1 -0.1
N 1.4396 0.7822 1.7651 -0.2 0.1 0.0
H 1.8467 -0.5412 -2.1299 0.0 0.0 0.0
H -0.4336 2.1894 0.2494 0.0 -0.2 0.1
```
Positions in Å, forces in eV/Å.

Energy, hartree: -341.7666

=====

[4]
This record from the OMol25 dataset describes a structure of composition C9H36CrF4N2O17S4 at a distorted geometry. The level of theory is ωB97M-V/def2-TZVPD.

```
73
Properties=species:S:1:pos:R:3:forces:R:3
F 2.5814 1.0636 -6.1606 0.2 -0.3 0.1
H -1.7909 1.8598 -3.2579 0.0 -0.2 0.2
H 1.8447 1.4637 5.3433 0.2 -0.1 -0.2
O 0.5572 0.2254 -4.7770 0.4 0.0 0.4
C -2.0754 1.6831 3.0065 -1.3 0.5 -0.6
H 2.0368 -2.3048 4.5074 0.1 -0.1 -0.3
H -5.1527 1.9985 1.4660 -0.1 -0.4 0.1
H -1.2109 1.0379 2.8711 0.0 -0.1 0.4
O -0.0022 0.1657 0.4696 -1.0 0.7 -0.7
S 1.1808 -0.0165 -0.2633 1.9 -3.5 0.1
H -2.0448 -6.6091 0.8246 -0.4 0.2 0.1
H 3.1105 -0.9097 4.5244 0.0 0.1 -0.1
H -1.8844 -2.4327 -0.0267 0.7 0.1 -0.3
H -4.2478 1.5840 -2.5764 -0.1 -0.1 0.1
H -1.5536 -5.4650 2.0924 -0.2 0.2 0.0
O 2.4144 0.1253 0.3880 0.9 0.5 -0.1
H -2.5096 1.6974 4.0074 0.7 -0.2 0.3
O -2.8189 1.2299 0.7479 -0.4 0.1 -0.2
O 4.4499 3.1535 -2.9673 -0.3 0.0 -1.2
H 1.9565 -1.0690 3.1746 0.1 -0.3 -0.1
F 3.8509 1.4418 -1.5456 -0.1 -0.8 -0.6
O 4.9374 1.3463 -5.9247 0.6 -0.7 0.7
O -1.4080 1.8291 -4.1506 0.1 0.0 -0.5
O 3.3930 3.1566 -5.4793 -0.5 0.6 0.9
H 0.7940 -0.1390 6.9489 -0.1 0.1 -0.2
H -1.8319 2.7089 2.7219 0.2 0.0 0.1
H -1.7759 -4.6726 -0.8863 -0.5 -0.3 -0.1
C -1.5224 -5.6715 1.0233 1.0 -1.1 -0.6
O 3.2867 -1.4733 -2.3644 0.1 -0.4 -0.4
H -2.1629 1.8831 -4.7442 0.0 0.0 -0.1
H -3.7177 -4.1023 1.1122 0.1 0.0 0.0
H -5.0108 1.6671 3.2203 -0.1 0.1 0.0
O 0.6798 -1.9385 -3.2000 0.2 -0.4 -0.4
N 1.2665 0.5534 -1.9189 -1.1 -0.2 3.4
C 2.1150 -1.2523 4.2373 0.0 0.3 0.6
F 1.0333 2.7071 -2.9359 0.5 -0.5 0.2
S 3.7336 1.8045 -5.3624 -1.9 -0.7 -3.1
H -0.4942 -5.9679 0.7734 0.1 0.5 0.1
N 3.3428 0.9935 -3.8990 1.1 1.7 -1.1
O 1.4749 2.7826 -0.6100 0.5 -0.8 0.6
H -0.0977 0.9778 -4.6601 -0.4 0.3 0.7
H 0.1488 1.5672 4.9864 -0.3 -0.5 0.3
S 4.4804 1.7430 -2.9732 1.2 0.5 4.5
H -0.3875 -3.2027 0.7298 0.0 0.0 -0.2
H 1.2194 1.1855 3.7062 0.2 0.0 0.0
H 0.3699 5.4340 1.5054 0.0 0.1 0.0
O -3.5447 1.0215 -2.2382 0.2 0.2 -0.3
H -0.2732 -1.7705 -3.1711 0.0 0.3 0.1
Cr 2.0227 -0.3482 -3.4481 -0.8 0.8 -0.1
C 1.0470 0.9852 4.7687 0.4 0.7 -0.5
H 0.5477 3.9893 1.0564 0.1 0.0 0.0
O 5.7136 1.0554 -2.9750 -0.1 -0.6 -0.5
O 0.1004 4.5346 1.7097 -0.1 -0.1 0.0
H -2.0239 0.6884 0.7193 0.0 0.2 -0.1
H 0.0783 -0.9265 4.6741 0.0 0.1 0.0
H -1.9258 -2.9163 1.5777 0.3 -0.4 0.3
F 1.1689 -1.5390 -0.6807 -0.3 0.0 0.0
H -4.2717 3.0999 2.4446 0.1 -0.1 0.2
H 0.2595 -0.2495 -5.5603 0.3 -0.2 -0.1
S 0.7150 2.0405 -1.5381 -1.0 4.0 -3.7
H -3.4685 1.2616 -1.3040 0.1 -0.1 0.4
C -4.4958 2.0353 2.3368 0.2 0.5 -0.6
O -3.4671 -4.5730 0.3117 -0.2 0.4 -0.9
O 1.1980 -0.8104 6.3926 0.3 -0.3 0.1
O -0.6927 2.0880 -1.5024 -0.5 -0.6 0.6
C 1.0400 -0.5094 5.0132 -0.7 0.2 0.1
H -3.4584 0.1868 2.4123 -0.1 0.0 -0.2
H 4.0062 -1.3603 -1.7239 0.1 0.6 0.0
C -1.4680 -3.2112 0.6256 -1.5 0.6 -0.1
H 0.7716 -2.8722 -3.4279 0.0 -0.1 0.0
C -2.0579 -4.5400 0.1597 0.6 -0.3 1.7
C -3.2401 1.2239 2.1189 0.7 -0.6 0.4
H 3.1605 -2.4260 -2.4558 0.0 -0.1 0.2
```
Positions in Å, forces in eV/Å.

Energy, hartree: -4789.4398
2S+1: 4
Charge: +1